Entry 1:
The following is a DFT calculation (ωB97M-V/def2-TZVPD) of a 2-piece molecular cluster, C2H4NP overall in a non-equilibrium geometry.

Last column: Mulliken charge in e.
Positions of all 8 atoms, in Å:
1 C 1.57432 -0.16046 -0.11167  0.18
2 C -0.88507 0.92627 -0.31662  -0.83
3 N 1.90879 -1.16155 0.52397  -0.33
4 P 3.36366 -0.14707 -0.25452  0.02
5 H -0.81379 0.75180 -1.44154  0.28
6 H -0.27832 1.68526 0.25865  0.29
7 H -1.17835 0.05807 0.10968  0.35
8 H 3.68031 0.78194 0.73328  0.03

## Properties
relative energy (zero: lowest compared OMol25 entry of this formula, charge and spin): 106.5 kcal per mole
largest force on an atom: 0.0804 hartree/bohr
LUMO (spin up / spin down): -1.710 / -0.150 eV

Entry 2:
The following is a DFT calculation (ωB97M-V/def2-TZVPD) of a 14-piece molecular cluster, C29H51IN14OP2 overall in a non-equilibrium geometry.

Last column: Mulliken charge in e.
Positions of all 98 atoms, in Å:
1 C 1.58078 -0.92575 -0.43071  -0.92
2 C 0.41579 -0.06975 0.13232  -0.16
3 C 0.13874 1.06493 -0.86261  -0.69
4 N -1.21962 1.63583 -0.81196  -0.72
5 P -2.50482 0.46332 -1.16584  0.34
6 P -4.30020 -0.87077 -1.53412  -0.05
7 O -4.56271 -1.55465 -0.03575  -0.43
8 I -3.58845 -2.73469 -2.97095  -0.12
9 H 2.41080 -0.25665 -0.60277  0.28
10 H 1.82067 -1.69248 0.30043  -0.07
11 H 1.24785 -1.36876 -1.36066  0.38
12 H -0.41411 -0.76175 0.27223  0.34
13 H 0.68989 0.31056 1.11373  0.24
14 H 0.44164 0.75354 -1.86901  0.39
15 H 0.81721 1.87592 -0.58941  0.40
16 H -1.24579 2.28134 -1.60522  0.38
17 H -1.64272 -0.39613 -1.92282  0.04
18 H -2.66540 0.18084 0.22880  0.02
19 H -3.25460 1.48147 -1.81694  0.03
20 H -5.40786 -2.02206 -0.10253  0.34
21 C 2.81785 -4.83986 -0.40609  -0.63
22 C 3.83213 -3.78672 -0.44568  0.42
23 N 4.62288 -2.96339 -0.45869  -0.52
24 H 3.25110 -5.78196 -0.74047  0.30
25 H 2.45294 -4.94954 0.61003  0.16
26 H 1.98448 -4.57761 -1.05585  0.24
27 C -6.13888 -2.86846 5.03318  -0.63
28 C -7.02475 -3.29241 3.94986  0.21
29 N -7.70050 -3.62278 3.09119  -0.36
30 H -5.10168 -2.96414 4.71837  0.27
31 H -6.33818 -1.82946 5.28567  0.20
32 H -6.30557 -3.48998 5.91071  0.29
33 C 6.38507 -4.49560 -3.95867  -0.75
34 C 5.77345 -5.51801 -3.10696  0.39
35 N 5.29739 -6.31095 -2.43910  -0.43
36 H 6.90289 -3.76576 -3.34003  0.27
37 H 7.09718 -4.96099 -4.63724  0.31
38 H 5.61444 -3.99019 -4.53912  0.20
39 C 4.37770 2.35104 1.66282  -0.81
40 C 3.64169 2.19722 0.40674  0.44
41 N 3.06731 2.07730 -0.57167  -0.44
42 H 5.43629 2.16793 1.49201  0.29
43 H 4.24535 3.36104 2.04503  0.29
44 H 4.00564 1.63838 2.39632  0.20
45 C 2.24972 -2.82545 3.40783  -0.41
46 C 1.44707 -3.79889 2.66305  0.41
47 N 0.81814 -4.51438 2.03386  -0.51
48 H 1.63512 -2.32486 4.15066  0.01
49 H 3.07283 -3.32896 3.90997  0.35
50 H 2.65216 -2.08591 2.71764  0.20
51 C -0.42135 0.01946 6.15164  -0.77
52 C 1.02118 -0.13182 5.95522  0.35
53 N 2.14278 -0.28469 5.80595  -0.48
54 H -0.62612 0.92270 6.72538  0.38
55 H -0.92089 0.08712 5.18733  0.34
56 H -0.80831 -0.84226 6.68997  0.22
57 C 2.14087 -5.75049 -4.54599  -0.63
58 C 2.58840 -4.41751 -4.96207  0.38
59 N 2.94116 -3.38171 -5.28476  -0.45
60 H 2.66556 -6.51177 -5.11886  0.28
61 H 2.34993 -5.89613 -3.48815  0.12
62 H 1.07072 -5.84650 -4.71843  0.32
63 C -0.39784 5.60265 -2.86134  -0.75
64 C -1.09880 4.34432 -3.10530  0.44
65 N -1.64227 3.35872 -3.29568  -0.54
66 H 0.55220 5.60080 -3.39229  0.33
67 H -1.00419 6.43794 -3.21587  0.12
68 H -0.21108 5.71418 -1.79408  0.33
69 C -2.98883 -1.33830 -6.63128  -0.37
70 C -2.30802 -2.08600 -7.69090  0.30
71 N -1.77799 -2.67194 -8.51436  -0.39
72 H -3.31398 -2.02003 -5.84726  -0.05
73 H -2.31026 -0.60495 -6.20325  0.22
74 H -3.85206 -0.82181 -7.03967  0.28
75 C -4.33468 -0.07191 8.27532  -0.78
76 C -3.77207 -0.93583 7.23424  0.42
77 N -3.33369 -1.60957 6.42418  -0.42
78 H -4.36428 -0.60867 9.22105  0.28
79 H -3.71902 0.81807 8.38788  0.28
80 H -5.34449 0.22496 8.00018  0.28
81 C -2.41015 3.90410 -6.62389  -0.44
82 C -3.09303 2.66194 -6.98718  0.35
83 N -3.62183 1.69199 -7.26999  -0.37
84 H -1.43021 3.93502 -7.09573  0.28
85 H -2.99636 4.75742 -6.95860  0.29
86 H -2.28995 3.95076 -5.54329  -0.12
87 C 2.69524 2.28116 7.84641  -0.18
88 C 2.15133 3.36822 8.66551  0.26
89 N 1.72785 4.21510 9.30143  -0.36
90 H 3.39789 1.69253 8.43202  0.27
91 H 1.89264 1.63882 7.50937  -0.30
92 H 3.20903 2.69171 6.98019  0.26
93 C -0.04740 9.89671 -2.80285  -0.78
94 C -0.80015 9.01012 -3.69207  0.41
95 N -1.38657 8.32111 -4.38701  -0.41
96 H -0.73074 10.40040 -2.12264  0.27
97 H 0.67010 9.31655 -2.22582  0.27
98 H 0.48504 10.64033 -3.39172  0.28

## Properties
largest force on an atom: 0.0337 hartree/bohr
LUMO: -0.158 eV

Entry 3:
The following is a DFT calculation (ωB97M-V/def2-TZVPD) of C13H15F3N3O7V as an isolated structure.

Last column: Mulliken charge in e.
Positions of all 42 atoms, in Å:
1 V -0.24366 -0.73454 -0.86009  0.58
2 O -5.37963 2.43959 -0.26661  -0.51
3 C -4.24990 1.70825 -0.28193  1.08
4 C -4.24990 0.32934 -0.05416  -0.60
5 C -3.03311 -0.31550 -0.09478  0.16
6 N -1.92021 0.35592 -0.33412  0.05
7 C -1.90173 1.65946 -0.58391  0.34
8 C -3.06211 2.39571 -0.56264  -0.78
9 C -0.50144 2.12978 -0.96488  0.47
10 O -0.22280 3.28630 -1.12681  -0.62
11 O 0.31961 1.09525 -1.06519  -0.64
12 C -2.77517 -1.81331 0.02879  0.36
13 O -3.65004 -2.58167 0.32933  -0.63
14 O -1.51164 -2.09145 -0.21896  -0.60
15 H -6.14018 1.87686 -0.08791  0.31
16 H -5.15321 -0.23604 0.13531  0.46
17 H -3.05870 3.45566 -0.77039  0.59
18 C 3.25456 0.32837 0.29638  -1.25
19 C 2.74064 0.20451 1.73200  1.42
20 C 3.37199 -1.00489 2.42101  -1.67
21 C 3.07598 1.47050 2.51226  -1.78
22 N 1.26472 0.08440 1.82999  -0.56
23 N 0.73410 -0.99493 1.00973  0.06
24 H 4.34478 0.37450 0.30230  0.50
25 H 2.86706 1.22428 -0.18686  0.32
26 H 2.97602 -0.52769 -0.32202  0.17
27 H 4.42848 -0.80958 2.60537  0.43
28 H 3.33208 -1.91429 1.81547  0.37
29 H 2.88418 -1.19988 3.37652  0.40
30 H 4.15053 1.65001 2.48122  0.42
31 H 2.76145 1.38425 3.55221  0.41
32 H 2.58462 2.34140 2.07252  0.39
33 H 0.84767 0.91918 1.42957  0.21
34 H 0.07880 -1.51673 1.58607  0.37
35 H 1.49700 -1.64732 0.83780  0.32
36 F -1.48453 -1.09576 -2.90959  -0.26
37 C -0.35990 -1.53217 -3.62109  0.90
38 F -0.78675 -2.04961 -4.74684  -0.23
39 F 0.34512 -0.42808 -3.86730  -0.23
40 C 0.41813 -2.55211 -2.71811  0.39
41 O 0.38984 -3.70794 -3.00980  -0.54
42 O 1.01724 -1.96005 -1.69986  -0.53

## Properties
relative energy (zero: lowest compared OMol25 entry of this formula, charge and spin): 6.2 kcal per mole
expectation value of S²: 2.0113
largest force on an atom: 0.0177 hartree/bohr
LUMO (spin up / spin down): -0.575 / -0.595 eV
multiplicity: 3